Version P
Molecular formula: C22H27N3O2
Method: DFT, ωB97M-V/def2-TZVPD

Positions of all 54 atoms, in Å:
C -7.417 -0.390 1.618
C -5.905 -0.302 1.459
C -5.491 -0.494 -0.002
N -4.059 -0.439 -0.140
N -3.359 -1.562 -0.205
C -2.075 -1.189 -0.220
C -0.923 -1.985 -0.281
C 0.304 -1.365 -0.282
C 1.515 -2.237 -0.336
O 1.530 -3.365 0.119
N 2.581 -1.698 -0.980
C 3.879 -2.328 -0.963
C 4.685 -1.940 0.293
C 4.747 -0.447 0.433
C 5.670 0.302 -0.286
C 5.678 1.682 -0.205
C 4.758 2.355 0.591
C 4.778 3.850 0.693
C 3.836 1.605 1.310
C 3.830 0.224 1.232
C 0.409 0.047 -0.182
C -0.696 0.846 -0.113
C -1.963 0.239 -0.152
C -3.290 0.674 -0.099
O -3.851 1.906 0.003
C -4.063 2.595 -1.230
C -2.774 3.075 -1.883
H -7.780 -1.360 1.288
H -7.910 0.381 1.029
H -7.694 -0.255 2.660
H -5.422 -1.072 2.063
H -5.550 0.672 1.800
H -5.804 -1.476 -0.361
H -5.944 0.286 -0.621
H -0.993 -3.059 -0.324
H 2.548 -0.731 -1.259
H 4.419 -2.032 -1.866
H 3.717 -3.408 -0.970
H 4.191 -2.376 1.163
H 5.687 -2.363 0.209
H 6.393 -0.202 -0.913
H 6.407 2.247 -0.769
H 5.171 4.297 -0.217
H 5.417 4.157 1.522
H 3.779 4.240 0.877
H 3.113 2.108 1.937
H 3.105 -0.342 1.800
H 1.386 0.505 -0.117
H -0.607 1.917 -0.014
H -4.692 3.445 -0.955
H -4.616 1.952 -1.928
H -3.013 3.649 -2.775
H -2.220 3.708 -1.195
H -2.150 2.231 -2.166

**SMILES**: CCCn1nc2cc(C(=O)NCCc3ccc(C)cc3)ccc2c1OCC
**Net charge**: 0
**Highest occupied orbital energy**: -7.89 eV
**LUMO**: 0.572 eV

Version Q
Molecular formula: C22H27N3O2
Method: DFT, ωB97M-V/def2-TZVPD

Positions of all 54 atoms, in Å:
C 1.062 7.106 -1.025
H 1.979 7.339 -1.556
H 0.653 6.272 -1.774
H 0.438 7.951 -0.979
C 1.312 6.441 0.013
N 2.188 5.371 0.086
C 1.621 4.188 -0.072
C 2.652 2.870 -0.189
C 2.151 1.647 -0.408
C 0.673 1.414 -0.680
C 0.079 2.550 -0.602
C 0.568 3.861 -0.523
H -0.376 4.681 -0.745
H -1.093 2.386 -0.886
C 0.266 0.090 -1.014
N -1.063 0.020 -1.046
O -1.716 -1.273 -1.423
C -0.800 -2.401 -1.486
C -0.168 -3.208 -0.215
O 0.878 -2.769 0.331
N -0.985 -3.912 0.362
C -2.268 -4.243 0.229
C -3.243 -3.477 -0.242
C -4.559 -3.849 -0.574
C -4.579 -5.391 -0.872
C -3.867 -6.258 -0.300
C -2.760 -5.662 0.001
C -1.425 -6.708 0.719
C -1.127 -5.813 2.030
C -0.499 -4.596 1.644
H 0.737 -4.806 1.355
H -0.409 -3.894 2.328
H -1.939 -5.796 2.633
H -0.451 -6.479 2.413
H -0.751 -6.657 -0.050
H -1.823 -7.706 1.006
H -3.999 -7.294 -0.416
H -5.885 -5.596 -0.814
H -5.271 -3.218 -1.028
H -3.007 -2.314 -0.199
H -1.545 -3.193 -1.951
H 0.156 -2.096 -1.902
H 0.952 -0.587 -0.834
H 2.621 0.873 -0.316
H 3.741 3.027 0.129
C 3.563 5.407 0.175
C 4.028 5.354 1.643
H 3.464 6.025 2.272
H 4.086 4.297 1.978
H 5.321 5.685 1.783
H 4.275 4.801 -0.460
H 3.918 6.499 -0.154
H 0.473 5.917 0.646
H 1.752 7.124 0.959

**Net charge**: 0
**Highest occupied orbital energy**: -7.60 eV
**LUMO**: 0.220 eV

Relative stability in kJ/mol, measured from the most stable structure: version P 0.0; version Q 1970.7

Version P
Molecular formula: C3H7N3S
Method: DFT, ωB97M-V/def2-TZVPD

Positions of all 14 atoms, in Å:
C -1.858 -0.289 -0.567
N -0.573 0.010 0.051
N -0.038 -0.945 0.909
C 0.123 1.114 -0.235
N 1.305 1.454 0.179
C 2.352 0.651 0.361
S 2.752 -0.718 -0.491
H -1.747 -1.157 -1.217
H -2.603 -0.515 0.208
H -2.184 0.585 -1.126
H 0.643 -1.517 0.390
H -0.786 -1.527 1.263
H -0.425 1.825 -0.841
H 3.037 1.029 1.117

**SMILES**: CN(N)/C=N\C=S
**Net charge**: 0
**Highest occupied orbital energy**: -8.11 eV
**LUMO**: 0.514 eV

Version Q
Molecular formula: C3H7N3S
Method: DFT, ωB97M-V/def2-TZVPD

Positions of all 14 atoms, in Å:
N -1.731 -2.041 -1.015
C -1.182 -1.199 -0.465
C -0.477 -0.158 0.194
C -0.957 1.254 -0.146
N -0.217 2.317 0.485
S 1.450 -0.375 -0.447
N 1.689 -1.995 -0.092
H -0.394 -0.338 1.266
H -0.915 1.398 -1.228
H -2.005 1.333 0.167
H -0.231 2.218 1.494
H 0.748 2.307 0.177
H 1.750 -2.574 -0.921
H 2.470 -2.147 0.531

**SMILES**: N#C[C@H](CN)SN
**Net charge**: 0
**Highest occupied orbital energy**: -9.46 eV
**LUMO**: 0.491 eV

Version R
Molecular formula: C3H7N3S
Method: DFT, ωB97M-V/def2-TZVPD

Positions of all 14 atoms, in Å:
C -1.964 -0.057 -0.159
N -0.747 0.760 -0.387
N 0.180 0.440 0.827
C 0.786 -0.823 0.518
C 1.881 -0.839 -0.203
S 2.383 0.771 -0.540
N 1.283 1.283 0.744
H -2.347 -0.088 -1.202
H -1.820 -1.055 0.218
H -2.760 0.516 0.353
H -0.285 0.316 -1.245
H 0.225 -1.666 0.864
H 2.176 -1.819 -0.524
H 1.010 2.261 0.736

**SMILES**: CNN1C=CSN1
**Net charge**: 0
**Highest occupied orbital energy**: -7.84 eV
**LUMO**: 0.831 eV

Relative stability in kJ/mol, measured from the most stable structure: version P 70.0; version Q 0.0; version R 277.0

Version P
Molecular formula: C3H7N3S
Method: DFT, ωB97M-V/def2-TZVPD

Positions of all 14 atoms, in Å:
C -1.426 -1.867 -0.487
N -0.444 -0.787 -0.204
N 0.166 -0.204 -1.192
C 0.805 0.914 -0.992
C 1.005 1.618 0.276
N 0.959 0.845 1.379
S 1.148 3.253 0.519
H -1.238 -2.679 0.201
H -1.328 -2.168 -1.510
H -2.427 -1.417 -0.360
H -0.687 -0.237 0.607
H 1.138 1.463 -1.865
H 1.383 -0.073 1.369
H 0.947 1.340 2.260

**SMILES**: CN/N=C\C(N)=S
**Net charge**: 0
**Highest occupied orbital energy**: -8.29 eV
**LUMO**: -0.082 eV

Version Q
Molecular formula: C3H7N3S
Method: DFT, ωB97M-V/def2-TZVPD

Positions of all 14 atoms, in Å:
C -2.540 1.322 -0.445
C 0.648 -1.546 0.873
C 2.313 1.406 -0.695
N -2.274 0.450 0.417
N -2.106 -0.313 1.206
N 1.083 -0.401 0.597
S 1.122 0.016 -1.043
H -1.600 1.426 -1.094
H -3.443 1.893 -0.655
H 0.294 -1.873 1.940
H 0.196 -2.239 0.138
H 1.820 1.959 0.082
H 2.493 1.978 -1.605
H 3.268 0.973 -0.416

**Net charge**: 0
**Highest occupied orbital energy**: -8.50 eV
**LUMO**: 0.792 eV

Relative stability in kJ/mol, measured from the most stable structure: version P 0.0; version Q 211.6